This record from the OMol25 dataset describes 12 unconnected molecules or ions with the total composition C33H84N2O13PS12. The level of theory is ωB97M-V/def2-TZVPD.

```
145
Properties=species:S:1:pos:R:3:forces:R:3
C -0.05335 0.78419 6.68376 0.366 0.969 -1.185
C 0.44228 0.73824 5.14556 1.498 -1.795 0.749
O 1.34857 -0.03369 4.81339 -3.028 2.585 0.344
O -0.21504 1.66018 4.27319 1.318 -0.905 1.439
C 0.48996 2.93193 4.43560 0.431 1.355 -0.032
C -0.46776 4.12675 4.96556 -0.357 -0.812 -0.010
C -2.00526 3.81608 4.68102 -0.447 -0.555 0.274
C -3.01829 4.98255 5.08257 -0.167 -0.628 0.079
C -4.56642 4.61122 4.74794 0.162 -0.033 -0.475
C -4.94152 3.12634 5.12075 -1.707 -2.745 2.142
C -5.74315 2.72403 6.36521 2.028 -1.977 -3.406
C -5.94490 1.23521 6.54079 -0.688 0.423 1.119
N -5.53020 0.15242 5.77275 -0.837 4.835 1.615
N -4.89023 0.61039 4.70858 1.421 0.765 -1.437
P -4.34447 -0.71093 3.58820 0.793 0.275 -3.490
S -4.73439 -0.17832 1.73678 -0.021 -0.376 1.305
C -4.57270 1.89313 4.31597 -0.484 2.023 1.437
H -0.08460 1.90406 6.94722 -0.312 -1.723 -0.174
H 0.71688 0.28551 7.35246 -1.154 0.420 -1.027
H -1.08888 0.30728 6.74225 1.424 0.732 0.077
H 1.31101 2.76491 5.21151 -0.835 0.558 -1.244
H 0.96399 3.20948 3.43063 -0.668 -0.515 1.465
H -0.17169 5.12030 4.47968 -0.229 -1.432 0.859
H -0.33068 4.14202 6.10387 -0.233 0.478 -1.614
H -2.19450 3.47390 3.59885 0.505 0.691 1.387
H -2.27485 2.90664 5.33780 0.420 1.248 -0.993
H -2.97531 5.11263 6.21782 0.157 0.167 -1.592
H -2.78067 5.95031 4.51819 -0.327 -1.319 1.029
H -4.75659 4.79063 3.62887 0.303 -0.538 1.554
H -5.24408 5.36031 5.29463 0.901 -1.401 -0.639
H -6.16336 3.45516 7.11670 0.621 -1.071 -0.991
H -6.54602 0.93214 7.47065 1.061 0.412 -1.570
H -4.90912 -1.97826 3.94027 0.213 0.837 0.708
H -2.89885 -0.72051 3.68467 -1.026 -0.164 0.887
H -3.98410 2.05122 3.35232 -1.003 -0.753 1.348
C -2.81856 1.39215 -0.83546 -0.071 0.049 -0.093
S -1.31757 1.97659 -0.01961 0.041 0.007 -0.274
O -1.22885 3.45189 -0.24737 -0.099 -0.270 0.112
C -0.16777 1.18099 -1.15881 -0.014 0.197 0.008
H -3.68005 1.80251 -0.30757 0.103 0.005 0.007
H -2.83515 1.72856 -1.87369 0.098 0.040 0.058
H -2.85393 0.30182 -0.79329 0.022 0.029 0.043
H -0.35000 1.53130 -2.17641 -0.081 0.063 0.079
H -0.29371 0.09931 -1.10651 0.007 0.085 0.038
H 0.84888 1.43981 -0.86346 -0.093 -0.093 0.024
C 1.09935 -2.30949 -0.21308 -0.090 -0.017 -0.082
S 2.59444 -1.32963 0.04902 0.170 -0.070 -0.165
O 2.61368 -0.25249 -0.98912 -0.099 -0.326 0.197
C 3.74626 -2.61313 -0.47993 0.019 0.075 -0.033
H 0.23335 -1.69009 0.02209 0.101 -0.030 0.068
H 1.04344 -2.63134 -1.25478 0.079 0.045 0.019
H 1.11302 -3.17740 0.44811 0.033 0.063 -0.002
H 3.52190 -2.91542 -1.50426 -0.023 0.096 0.030
H 3.66844 -3.47066 0.19043 0.006 0.078 0.024
H 4.75849 -2.21108 -0.43502 -0.085 -0.037 -0.010
C -3.88014 -0.54449 8.93294 0.128 -0.007 -0.036
S -4.68914 0.48306 10.17868 0.139 0.039 0.105
O -4.50609 1.91070 9.77079 0.010 -0.323 -0.180
C -3.50294 0.13397 11.49256 0.066 0.060 0.045
H -4.43283 -0.45547 7.99847 -0.012 -0.034 0.137
H -2.85343 -0.20563 8.78131 -0.039 0.052 0.082
H -3.88791 -1.58565 9.25950 -0.040 0.055 0.007
H -2.50083 0.42855 11.17642 -0.083 0.031 -0.065
H -3.52496 -0.93114 11.72866 -0.072 0.044 -0.040
H -3.78755 0.70605 12.37592 -0.070 -0.013 -0.123
C 7.90791 -6.24714 -1.38421 0.063 -0.015 0.118
S 6.91986 -4.99165 -2.22539 -0.194 -0.079 0.063
O 6.72718 -3.85813 -1.26818 -0.029 -0.242 -0.028
C 5.39103 -5.94848 -2.24784 0.050 0.005 0.456
H 8.91100 -5.84958 -1.22665 -0.097 0.050 -0.060
H 7.45805 -6.48990 -0.41987 -0.042 0.070 -0.053
H 7.96656 -7.14095 -2.00740 -0.031 0.077 -0.028
H 5.10190 -6.21068 -1.22735 0.176 0.101 0.075
H 5.53590 -6.85049 -2.84077 -0.036 0.175 -0.047
H 4.60952 -5.34190 -2.70142 0.191 -0.078 -0.056
C 4.42925 -6.73398 -7.44939 -0.029 -0.134 -0.026
S 4.43211 -5.60012 -6.04439 -0.178 0.097 -0.103
O 4.40781 -6.43000 -4.79795 -0.192 -0.009 -0.567
C 2.76125 -4.97690 -6.31195 -0.306 -0.475 0.058
H 5.37785 -7.27161 -7.46183 -0.039 0.093 0.076
H 3.60901 -7.44725 -7.35019 0.016 0.058 0.072
H 4.32330 -6.16525 -8.37463 0.024 0.051 0.085
H 2.04766 -5.80382 -6.28481 0.164 -0.133 0.135
H 2.71326 -4.47077 -7.27303 0.125 -0.026 0.191
H 2.52491 -4.26770 -5.51886 0.161 0.006 -0.097
C 4.92180 2.09000 5.24058 -0.114 -0.050 -0.034
S 5.26343 3.81375 4.82616 -0.030 -0.036 -0.064
O 3.94621 4.51094 4.68932 0.112 -0.313 -0.027
C 5.87617 3.48263 3.16114 -0.077 0.004 -0.089
H 4.48928 2.05424 6.24102 0.067 0.105 -0.049
H 4.21462 1.66776 4.52388 0.024 0.069 -0.018
H 5.85319 1.52177 5.22860 -0.016 0.072 0.008
H 5.10844 2.97217 2.57688 -0.020 0.025 0.083
H 6.77496 2.86680 3.22035 -0.032 0.048 0.060
H 6.12027 4.43378 2.68706 -0.033 -0.023 0.127
C 4.43420 -0.84330 -9.26319 0.107 -0.080 -0.076
S 2.99783 -1.48326 -8.37678 -0.012 0.196 0.270
O 3.47674 -2.58872 -7.48674 0.141 0.344 -0.586
C 2.22089 -2.24731 -9.81675 0.072 -0.144 -0.083
H 5.09073 -0.34995 -8.54613 -0.138 -0.055 0.031
H 4.97155 -1.66349 -9.74300 -0.058 -0.018 0.054
H 4.10654 -0.11992 -10.01133 -0.056 -0.022 0.083
H 2.89862 -2.97855 -10.26178 0.021 0.035 0.051
H 1.96936 -1.47577 -10.54581 0.010 0.012 0.098
H 1.30862 -2.74894 -9.49196 0.068 0.089 0.069
C 2.31742 2.91205 -10.39341 0.078 -0.021 -0.020
S 0.88144 2.26966 -9.50777 0.063 -0.065 0.080
O 1.35952 1.16561 -8.61972 -0.078 0.219 -0.459
C 0.10465 1.50780 -10.94870 0.003 -0.078 -0.052
H 2.97397 3.40462 -9.67573 -0.126 -0.055 0.025
H 2.85493 2.09286 -10.87456 -0.075 -0.017 0.038
H 1.98970 3.63658 -11.14066 -0.028 -0.026 0.057
H 0.78273 0.77785 -11.39469 0.027 0.049 0.058
H -0.14760 2.28021 -11.67703 0.015 -0.003 0.064
H -0.80706 1.00518 -10.62456 0.083 0.078 0.071
C -5.19724 -4.83830 -0.84163 -0.187 -0.189 -0.032
S -5.17943 -3.69960 0.55717 0.070 -0.101 -0.275
O -5.20225 -4.52370 1.80750 -0.124 0.242 -0.021
C -6.84958 -3.06631 0.29619 -0.141 -0.050 0.032
H -4.25218 -5.38160 -0.85683 -0.028 0.126 0.078
H -6.02170 -5.54593 -0.73376 0.032 0.037 0.166
H -5.30442 -4.27329 -1.76722 0.121 0.060 0.145
H -7.56811 -3.88730 0.32949 0.095 -0.025 0.017
H -6.89951 -2.56168 -0.67009 0.101 -0.016 0.038
H -7.07690 -2.35274 1.08904 0.113 -0.041 -0.033
C 2.70911 6.81332 2.85943 -0.136 0.065 0.010
S 2.30563 6.92486 1.10350 0.064 0.281 0.042
O 2.60659 8.31958 0.66260 -0.167 -0.368 0.186
C 0.51684 6.79893 1.31836 -0.124 0.058 0.053
H 3.78879 6.90695 2.97321 -0.094 -0.062 -0.070
H 2.21564 7.61885 3.40679 0.002 0.041 -0.120
H 2.38856 5.84475 3.24609 0.141 0.001 -0.040
H 0.16232 7.60549 1.96330 0.120 0.037 -0.024
H 0.27028 5.82997 1.75696 0.047 -0.027 -0.102
H 0.04412 6.88273 0.33952 0.118 -0.055 0.041
C -2.55280 -2.01148 -4.57444 0.040 -0.088 0.002
S -3.85003 -1.46211 -3.44629 0.038 -0.083 -0.124
O -4.01011 -2.51896 -2.39896 -0.006 0.220 -0.287
C -5.20776 -1.65402 -4.62007 -0.072 -0.076 -0.005
H -1.60369 -2.00885 -4.03759 -0.110 0.052 0.032
H -2.76872 -3.02214 -4.92520 -0.064 0.039 0.078
H -2.49185 -1.32477 -5.42026 -0.022 0.024 0.080
H -5.25512 -2.68737 -4.96810 0.072 0.023 0.067
H -5.05653 -0.97955 -5.46433 0.031 0.005 0.075
H -6.14000 -1.39806 -4.11551 0.119 0.019 0.038
```
Positions in Å, forces in eV/Å.

Output
Charge: +1
Lowest unoccupied orbital energy (eV): -4.695

Atom charges from the Löwdin analysis, given in e for atoms 1 to 99: atom 1 (C): 0.015, atom 2 (C): -0.437, atom 3 (O): 0.091, atom 4 (O): -0.111, atom 5 (C): -0.159, atom 6 (C): -0.137, atom 7 (C): -0.220, atom 8 (C): -0.166, atom 9 (C): -0.139, atom 10 (C): -0.076, atom 11 (C): 0.112, atom 12 (C): -0.053, atom 13 (N): 0.061, atom 14 (N): -0.308, atom 15 (P): 0.501, atom 16 (S): 0.222, atom 17 (C): -0.017, atom 18 (H): 0.084, atom 19 (H): 0.096, atom 20 (H): 0.077, atom 21 (H): 0.124, atom 22 (H): 0.143, atom 23 (H): 0.119, atom 24 (H): 0.117, atom 25 (H): 0.123, atom 26 (H): 0.105, atom 27 (H): 0.126, atom 28 (H): 0.129, atom 29 (H): 0.136, atom 30 (H): 0.131, atom 31 (H): 0.139, atom 32 (H): 0.136, atom 33 (H): 0.021, atom 34 (H): 0.011, atom 35 (H): 0.118, atom 36 (C): -0.307, atom 37 (S): 0.782, atom 38 (O): -0.568, atom 39 (C): -0.259, atom 40 (H): 0.019, atom 41 (H): 0.057, atom 42 (H): 0.028, atom 43 (H): 0.068, atom 44 (H): 0.028, atom 45 (H): 0.041, atom 46 (C): -0.272, atom 47 (S): 0.818, atom 48 (O): -0.560, atom 49 (C): -0.272, atom 50 (H): 0.026, atom 51 (H): 0.059, atom 52 (H): 0.054, atom 53 (H): 0.058, atom 54 (H): 0.057, atom 55 (H): 0.045, atom 56 (C): -0.266, atom 57 (S): 0.802, atom 58 (O): -0.571, atom 59 (C): -0.259, atom 60 (H): 0.003, atom 61 (H): 0.049, atom 62 (H): 0.062, atom 63 (H): 0.061, atom 64 (H): 0.058, atom 65 (H): 0.056, atom 66 (C): -0.273, atom 67 (S): 0.821, atom 68 (O): -0.572, atom 69 (C): -0.291, atom 70 (H): 0.047, atom 71 (H): 0.055, atom 72 (H): 0.053, atom 73 (H): 0.058, atom 74 (H): 0.040, atom 75 (H): 0.030, atom 76 (C): -0.264, atom 77 (S): 0.841, atom 78 (O): -0.578, atom 79 (C): -0.283, atom 80 (H): 0.049, atom 81 (H): 0.056, atom 82 (H): 0.051, atom 83 (H): 0.058, atom 84 (H): 0.011, atom 85 (H): 0.053, atom 86 (C): -0.268, atom 87 (S): 0.824, atom 88 (O): -0.576, atom 89 (C): -0.261, atom 90 (H): 0.048, atom 91 (H): 0.053, atom 92 (H): 0.055, atom 93 (H): 0.060, atom 94 (H): 0.056, atom 95 (H): 0.052, atom 96 (C): -0.251, atom 97 (S): 0.840, atom 98 (O): -0.578, atom 99 (C): -0.256